--- P ---
Formula: C6H11NO2
Source: the Open Molecules 2025 dataset
Level of theory: ωB97M-V with the def2-TZVPD basis set

Computed properties:
HOMO: -9.5 eV

Last column: natural (NBO) charge in e.
Element x y z (Å)
C1 -1.972 0.598 0.431  -0.240
O1 0.355 1.904 0.099  -0.610
N1 -0.628 -0.061 0.642  -0.160
H1 -2.861 -1.052 -0.648  0.215
H2 0.775 -1.650 -1.290  0.205
H3 2.893 1.619 0.088  0.240
C2 -2.756 0.026 -0.742  -0.627
H4 2.854 0.534 1.469  0.215
C3 1.667 -1.187 -0.907  -0.349
H5 -3.753 0.460 -0.751  0.217
H6 -2.259 0.265 -1.679  0.210
C4 2.874 0.570 0.379  -0.634
C5 1.647 -0.074 -0.189  -0.083
C6 0.374 0.681 0.103  0.621
H7 2.596 -1.695 -1.116  0.194
O2 -0.630 -1.442 0.721  -0.540
H8 -1.864 1.678 0.331  0.249
H9 -0.572 -1.676 1.662  0.478
H10 3.776 0.075 0.027  0.212
H11 -2.514 0.428 1.367  0.186

***

--- Q ---
Formula: C6H11NO2
Source: the Open Molecules 2025 dataset
Level of theory: ωB97M-V with the def2-TZVPD basis set

Computed properties:
HOMO: -6.9 eV

Last column: natural (NBO) charge in e.
Element x y z (Å)
H1 1.858 0.089 1.760  0.226
H2 -0.426 -1.342 1.524  0.232
H3 -3.157 0.318 1.158  0.476
H4 -0.421 2.651 -1.249  0.486
H5 2.990 -0.234 0.437  0.227
H6 1.572 -1.255 0.660  0.204
N1 0.480 -0.906 -1.811  -0.832
C1 0.542 0.416 -1.432  -0.041
C2 -1.240 -1.092 0.844  -0.688
O1 -2.559 0.958 0.762  -0.648
C3 1.934 -0.229 0.718  -0.654
H7 0.163 -1.070 -2.753  0.385
O2 -0.709 2.434 -0.351  -0.688
H8 -2.145 -1.463 1.336  0.210
H9 -1.094 -1.668 -0.077  0.247
C4 1.187 0.730 -0.186  -0.248
C5 -1.346 0.360 0.524  0.306
H10 1.574 1.745 -0.124  0.234
C6 -0.441 1.086 -0.196  0.208
H11 1.236 -1.527 -1.545  0.359

***

The structure with the greatest stability is P.

***

--- P ---
Formula: C6H6N2O2
Source: the Open Molecules 2025 dataset
Level of theory: ωB97M-V with the def2-TZVPD basis set

Computed properties:
HOMO: -9.4 eV

Last column: natural (NBO) charge in e.
Element x y z (Å)
O1 2.412 0.680 -1.297  -0.574
C1 0.455 -1.153 1.160  0.112
N1 0.433 -0.432 -1.337  -0.669
C2 -0.650 2.362 0.578  -0.252
H1 -1.370 -2.078 0.691  0.429
H2 2.279 -0.261 1.359  0.234
N2 -0.633 -1.366 0.498  -0.609
C3 -1.614 1.992 -0.066  -0.255
C4 -0.834 -0.850 -0.840  0.815
C5 1.571 0.084 -0.636  0.658
C6 1.504 -0.463 0.692  -0.450
O2 -1.910 -0.951 -1.331  -0.587
H3 0.347 2.387 1.077  0.255
H4 -2.574 1.685 -0.431  0.249
H5 0.329 -1.524 2.195  0.220
H6 0.255 -0.112 -2.311  0.421

***

--- Q ---
Formula: C6H6N2O2
Source: the Open Molecules 2025 dataset
Level of theory: ωB97M-V with the def2-TZVPD basis set

Computed properties:
HOMO: -8.4 eV

Last column: natural (NBO) charge in e.
Element x y z (Å)
C1 -0.768 -0.015 -0.137  0.181
H1 1.458 2.866 -0.293  0.198
H2 1.952 -2.489 0.190  0.337
H3 -4.080 -0.373 1.176  0.486
C2 1.691 0.686 -0.071  -0.348
O1 -2.903 -0.189 1.026  -0.737
C3 -2.395 -0.390 -0.257  0.796
O2 -2.971 -0.890 -1.096  -0.543
H4 2.669 0.842 -0.264  0.207
C4 0.790 1.618 -0.188  -0.110
C5 1.263 -0.757 -0.046  0.428
N1 2.169 -1.730 0.054  -0.709
N2 -0.029 -1.011 -0.103  -0.490
C6 -0.535 1.345 -0.139  -0.333
H5 -1.514 2.096 -0.240  0.248
H6 3.202 -1.610 0.387  0.389

***

The structure with the greatest stability is P.